{"formula": "C49H71F15N6O7P", "method": "ωB97M-V/def2-TZVPD", "charge": -1, "homo_energy_ev": -3.30, "lumo_energy_ev": 1.39, "spin_multiplicity": 1, "species": ["C", "C", "C", "C", "N", "C", "C", "C", "C", "C", "C", "C", "H", "H", "H", "H", "H", "H", "H", "H", "H", "H", "H", "H", "H", "H", "H", "H", "H", "H", "H", "H", "H", "H", "H", "H", "O", "H", "P", "F", "F", "F", "F", "F", "F", "N", "C", "C", "C", "C", "H", "H", "H", "H", "H", "N", "C", "C", "C", "C", "H", "H", "H", "H", "H", "N", "C", "C", "C", "C", "H", "H", "H", "H", "H", "N", "C", "C", "C", "C", "H", "H", "H", "H", "H", "N", "C", "C", "C", "C", "H", "H", "H", "H", "H", "C", "C", "C", "C", "C", "C", "H", "H", "H", "H", "H", "H", "C", "C", "O", "C", "O", "C", "F", "F", "F", "H", "H", "H", "H", "H", "C", "C", "O", "C", "O", "C", "F", "F", "F", "H", "H", "H", "H", "H", "C", "C", "O", "C", "O", "C", "F", "F", "F", "H", "H", "H", "H", "H"], "xyz": [[9.795, 7.651, 17.403], [8.688, 6.505, 17.620], [7.560, 6.933, 18.570], [7.925, 7.797, 19.750], [6.635, 8.424, 20.408], [7.022, 9.015, 21.800], [6.950, 7.818, 22.809], [6.005, 6.796, 22.194], [5.572, 7.363, 20.854], [5.979, 9.533, 19.430], [6.912, 10.701, 19.023], [6.390, 11.504, 17.830], [10.416, 7.871, 18.272], [9.370, 8.639, 17.227], [10.565, 7.572, 16.636], [9.221, 5.589, 17.874], [8.302, 6.101, 16.684], [7.141, 6.011, 18.973], [6.780, 7.278, 17.890], [8.596, 8.629, 19.533], [8.319, 7.166, 20.547], [6.203, 9.701, 22.016], [8.033, 9.419, 21.755], [6.622, 8.194, 23.778], [7.980, 7.464, 22.791], [5.108, 6.643, 22.794], [6.351, 5.768, 22.084], [4.690, 7.997, 20.955], [5.338, 6.590, 20.123], [5.112, 9.843, 20.014], [5.571, 8.964, 18.595], [7.898, 10.448, 18.632], [7.064, 11.300, 19.921], [5.377, 11.906, 17.849], [6.394, 10.896, 16.926], [6.963, 12.397, 17.579], [2.938, 12.414, 16.770], [3.750, 12.825, 16.415], [1.548, 10.247, 21.725], [0.612, 11.554, 21.813], [2.701, 10.872, 22.765], [0.870, 9.555, 23.045], [2.634, 8.953, 21.627], [0.451, 9.613, 20.616], [2.225, 10.920, 20.419], [9.977, 12.810, 18.904], [10.534, 11.665, 18.378], [10.651, 10.718, 19.420], [10.420, 11.478, 20.660], [10.030, 12.685, 20.294], [9.739, 13.650, 18.397], [10.782, 11.640, 17.327], [10.912, 9.681, 19.270], [10.507, 11.148, 21.684], [9.688, 13.469, 20.952], [8.160, 16.117, 19.031], [8.062, 17.336, 19.610], [7.169, 17.298, 20.627], [6.781, 15.926, 20.751], [7.410, 15.237, 19.730], [8.736, 15.869, 18.240], [8.506, 18.232, 19.200], [6.800, 18.041, 21.319], [6.056, 15.565, 21.464], [7.462, 14.216, 19.381], [3.343, 13.281, 21.121], [4.363, 13.504, 20.314], [4.103, 14.631, 19.534], [2.832, 15.120, 19.970], [2.418, 14.243, 20.947], [3.315, 12.627, 21.891], [5.311, 12.987, 20.292], [4.745, 15.066, 18.783], [2.359, 16.022, 19.612], [1.547, 14.369, 21.574], [3.273, 9.858, 16.560], [4.126, 9.208, 15.711], [4.132, 7.871, 15.981], [3.501, 7.742, 17.198], [2.796, 8.927, 17.466], [3.059, 10.843, 16.499], [4.463, 9.832, 14.896], [4.701, 7.148, 15.416], [3.377, 6.855, 17.802], [2.119, 9.122, 18.285], [13.455, 8.713, 14.998], [13.015, 8.142, 13.815], [11.762, 8.750, 13.620], [11.377, 9.409, 14.721], [12.458, 9.517, 15.591], [14.322, 8.514, 15.476], [13.599, 7.508, 13.166], [11.128, 8.731, 12.746], [10.399, 9.845, 14.859], [12.515, 10.003, 16.554], [5.671, 12.310, 24.357], [6.312, 12.924, 23.323], [7.643, 12.656, 23.015], [8.324, 11.796, 23.738], [7.748, 11.040, 24.700], [6.335, 11.211, 25.020], [4.627, 12.517, 24.540], [5.836, 13.773, 22.856], [8.121, 12.978, 22.101], [9.360, 11.604, 23.499], [8.292, 10.243, 25.185], [5.832, 10.666, 25.805], [11.662, 4.180, 15.782], [12.327, 5.109, 14.753], [13.694, 4.788, 14.967], [14.475, 5.371, 15.931], [14.164, 6.324, 16.664], [15.862, 4.734, 16.072], [16.828, 5.464, 15.609], [16.078, 4.709, 17.413], [15.993, 3.449, 15.621], [10.622, 4.414, 16.010], [12.079, 4.377, 16.769], [11.778, 3.119, 15.558], [12.090, 6.143, 15.004], [12.085, 4.910, 13.709], [12.214, 9.118, 24.219], [12.121, 7.716, 24.845], [12.325, 6.691, 23.839], [11.434, 6.517, 22.714], [10.571, 7.321, 22.366], [11.691, 5.210, 21.925], [10.482, 4.771, 21.466], [12.553, 5.486, 20.941], [12.141, 4.274, 22.724], [11.335, 9.333, 23.611], [13.161, 9.335, 23.726], [12.223, 9.817, 25.055], [11.198, 7.562, 25.404], [12.913, 7.529, 25.570], [8.881, 1.651, 16.269], [8.981, 1.000, 17.635], [7.942, 1.312, 18.498], [8.096, 2.270, 19.451], [9.113, 2.899, 19.763], [6.780, 2.572, 20.223], [7.102, 2.832, 21.456], [6.360, 3.739, 19.708], [5.850, 1.613, 20.064], [9.910, 1.667, 15.910], [8.481, 2.656, 16.403], [8.268, 1.133, 15.532], [9.953, 1.243, 18.063], [9.087, -0.083, 17.561]], "forces_ev_per_angstrom": [[-0.5953, -0.0029, 0.2036], [2.3819, 0.7587, -0.4123], [-0.1187, -1.3471, -0.8879], [-1.7007, 0.4405, 0.8306], [0.8370, -0.0779, -0.2944], [-1.1133, -1.1669, -0.6360], [0.8558, 0.7209, -1.2361], [-0.8056, -0.3009, -0.0990], [-0.0209, 1.1931, -0.6215], [0.6143, -1.0506, 0.6447], [-0.2928, -0.0660, 0.0306], [-1.0544, 0.3905, -0.6115], [-0.2107, -0.6542, 0.5666], [-0.5887, -0.0336, -0.2716], [-0.4135, -0.7773, -0.4135], [0.2337, 0.0721, 1.1589], [-0.5103, 0.9410, -0.3780], [-0.0783, -0.0892, 0.0378], [-0.1526, 0.8383, 0.4308], [-0.1308, -0.0833, 0.0702], [0.4091, 0.1121, -0.0721], [0.4487, 0.5041, 0.0165], [-0.3768, 0.4432, -0.0961], [0.2860, -0.1638, -0.0348], [-0.0905, -0.3836, 0.7913], [-0.1133, 0.3625, 0.0758], [0.7728, 0.1830, -0.0287], [-0.2197, -0.1981, 0.1209], [0.3671, 0.3936, -0.3161], [0.0191, 0.4254, -0.0912], [0.1488, 0.0140, -0.1684], [0.1663, -0.8080, 0.6255], [0.0816, 0.3119, -0.0371], [-0.4380, -0.3163, 0.5951], [0.1131, -0.2652, 0.0100], [0.6278, -0.0826, 0.3701], [0.7426, -0.0473, -0.5748], [-0.5569, -0.0936, 0.1876], [0.1000, -0.4888, -1.3658], [0.1665, -0.2224, 1.0972], [-0.5427, 0.7040, -0.5789], [-0.0917, 0.2524, -1.3204], [-1.2824, 0.3771, -0.4772], [0.9674, -0.6080, 2.0208], [0.9549, -0.4199, 0.7435], [1.2371, -0.3848, 1.1506], [-0.9510, -1.0694, 1.1080], [0.5358, 2.0754, -0.5414], [0.4850, -2.8884, -1.0587], [-1.4192, 2.6116, -0.6889], [0.2442, -0.2787, 0.2233], [-0.3121, -0.3636, 0.0094], [0.2808, 0.1774, 0.2316], [-0.0322, -0.1654, -0.1985], [0.0871, 0.2213, -0.3424], [0.7785, 0.1014, -0.3116], [0.1652, 2.2020, -0.6775], [-0.3459, -1.5294, 0.9544], [0.0532, -0.1222, -0.3565], [-0.3834, -0.5773, 0.5919], [-0.2212, 0.3346, 0.2370], [0.2547, -0.2609, -0.1865], [0.3152, 0.3078, -0.3863], [0.1327, -0.1897, -0.2481], [-0.5556, -0.1498, 0.3971], [-0.7144, -0.1652, 1.7519], [2.0745, 1.4479, -2.3589], [-0.5353, -0.3981, 0.7915], [1.0318, -0.4728, -0.2282], [-1.1929, 1.4881, 0.0900], [-0.1249, -0.2676, -0.3887], [-0.3208, -0.5686, 0.2502], [-0.0980, -0.1857, 0.0521], [-0.2349, -0.2314, 0.0838], [0.0258, -0.5520, -0.0337], [0.0886, -4.0451, 0.6842], [-1.3631, 1.9983, -0.7822], [2.3461, -0.0406, -0.6095], [-2.6385, -0.4612, 1.5301], [1.9530, 0.1511, -0.4209], [-0.4827, 2.9113, 0.4184], [0.3463, -0.4159, -0.2399], [0.0242, -0.1594, 0.1474], [-0.0912, -0.2407, -0.1640], [0.1066, 0.3951, -0.1057], [-0.3972, 0.4386, 0.9875], [-0.9148, 2.3276, 0.4707], [0.7340, -2.7749, -2.7184], [-0.1103, 2.5572, 2.7347], [0.0429, -1.7426, -1.4705], [-0.1971, -0.1513, -0.2010], [0.1581, 0.2123, 0.2347], [0.1697, -0.5960, -0.1262], [0.1282, 0.2132, 0.0577], [0.4289, -0.2613, -0.0751], [0.4536, -2.6999, 0.9805], [0.4520, 1.5656, -0.3150], [-1.7645, 1.6712, -2.1472], [2.6209, -2.0104, 0.6999], [-3.6953, -1.0967, 2.2079], [1.8756, 2.0007, -1.3118], [-0.0269, 0.0725, 0.2256], [-0.2669, -0.2349, -0.4711], [-0.2931, 0.8264, 0.0966], [0.2162, -0.0377, -0.0372], [0.1450, 0.0155, 0.1886], [0.0947, -0.2157, -0.0759], [-0.8759, 0.4127, 0.3190], [-1.0845, -0.4221, 1.9562], [3.3626, 0.6987, 0.5455], [-3.0884, 2.1432, 0.0000], [0.8579, -2.8354, -2.2526], [-0.1096, -1.6929, 2.0164], [0.7683, 0.7983, -1.4493], [-0.1773, -0.5634, -0.1886], [-0.4039, 1.4309, 0.1153], [-0.3192, -0.0988, -0.7082], [0.5545, -0.0330, -0.0801], [0.0037, 0.1298, -0.1358], [0.2690, 0.0168, -0.1464], [0.2048, -0.0953, 0.1659], [-0.1623, -0.0459, 1.2246], [0.2244, 0.6551, -1.0418], [-1.9366, -1.4838, -2.5984], [-0.4663, 3.4199, 2.0492], [2.1486, -2.2027, 0.9929], [-1.4193, 0.7162, 0.6079], [1.4055, 0.5912, -0.2552], [-0.4381, -0.6143, 0.0134], [0.7772, -0.6219, 0.0399], [0.3212, -0.0175, -0.1358], [-0.1545, -0.4751, -0.3803], [-0.2670, 0.1773, 0.1298], [-0.3061, -0.0401, -0.4285], [0.1799, 0.0382, -0.2664], [0.0124, -0.0256, 0.2374], [2.1216, -0.7417, -0.7533], [-1.3149, 1.2995, 1.8988], [2.5394, 0.3346, 0.1359], [-2.6093, -1.9318, -1.3544], [0.9677, -0.0181, -2.0489], [-0.4543, -0.6167, 1.5254], [-0.9200, -0.0044, -0.3112], [0.4540, 0.8908, 0.6724], [-0.1546, 0.3306, -0.3385], [0.2587, 0.1474, -0.2234], [-0.1085, -0.1140, 0.2599], [-0.1380, 0.6201, 0.3257], [-0.7217, -0.1667, -0.0487]]}